Record 1
Below is a structure of composition C19H29AuBN8SeSi, with properties calculated with wB97M-V/def2-TZVPD.

Each line ends with the Mulliken charge.
Atoms and positions in Å:
Au 0.03 -1.15 -1.09  0.039
C 2.50 -2.92 -2.85  -1.330
C 2.98 -1.92 -1.86  0.598
C 4.27 -1.56 -1.51  -1.431
C 4.13 -0.58 -0.55  0.501
N 2.83 -0.36 -0.31  1.147
N 2.12 -1.19 -1.13  -0.880
B 2.06 0.62 0.64  0.132
N 1.13 -0.26 1.54  1.506
C 1.11 -0.42 2.87  0.302
C 0.16 -1.37 3.20  -1.396
C -0.41 -1.78 2.00  0.627
C -1.46 -2.79 1.72  -1.021
N 0.22 -1.11 1.02  -0.875
N 1.13 1.50 -0.26  1.528
C 1.13 2.82 -0.46  0.305
C 0.19 3.14 -1.42  -1.418
C -0.40 1.94 -1.80  0.640
C -1.47 1.66 -2.79  -1.027
N 0.21 0.97 -1.09  -0.843
N 2.87 1.52 1.51  0.405
C 4.19 1.77 1.76  -0.057
C 4.26 2.75 2.71  -1.071
C 2.92 3.07 3.02  0.576
C 2.41 4.07 4.00  -1.256
N 2.09 2.33 2.30  -1.107
H 3.35 -3.40 -3.34  0.371
H 1.91 -3.70 -2.37  0.299
H 1.89 -2.45 -3.63  0.298
H 5.19 -1.95 -1.91  0.458
H 4.90 -0.05 -0.03  0.354
H 1.78 0.15 3.49  0.549
H -0.09 -1.73 4.18  0.444
H -1.79 -3.26 2.64  0.400
H -2.32 -2.32 1.25  -0.102
H -1.09 -3.58 1.06  0.327
H 1.81 3.45 0.10  0.543
H -0.05 4.12 -1.81  0.440
H -1.77 2.58 -3.29  0.408
H -1.13 0.96 -3.55  0.333
H -2.35 1.25 -2.29  -0.136
H 4.99 1.27 1.27  0.331
H 5.15 3.18 3.13  0.496
H 3.24 4.58 4.49  0.382
H 1.80 4.82 3.50  0.294
H 1.80 3.60 4.76  0.294
C -5.34 -2.49 -2.60  -1.010
Si -4.70 -1.31 -1.34  0.401
C -4.92 0.48 -1.73  -1.024
C -4.90 -1.81 0.42  -1.022
Se -2.23 -1.73 -1.84  -0.001
H -6.43 -2.48 -2.58  0.380
H -5.02 -3.52 -2.40  0.367
H -5.03 -2.22 -3.61  0.366
H -5.98 0.74 -1.65  0.407
H -4.62 0.69 -2.76  0.351
H -4.36 1.11 -1.04  0.330
H -5.96 -1.76 0.70  0.414
H -4.36 -1.14 1.08  0.318
H -4.57 -2.84 0.58  0.348

Output
Strongest force on any atom ... 0.27 eV Å⁻¹
⟨S²⟩ ... 3.765
2S+1 ... 4
Total charge ... +2
E_tot ... -4030.3885 Ha
Gap between HOMO and LUMO (alpha / beta) ... 0.294 / 0.147 Ha
LUMO energy (alpha / beta) ... -6.078 / -10.072 eV

Record 2
Below is a structure of composition C19H29AuN6S2, with properties calculated with wB97M-V/def2-TZVPD.

Each line ends with the Mulliken charge.
Atoms and positions in Å:
Au 0.03 -1.63 -0.39  0.444
C 5.01 -1.45 1.13  -0.847
N 4.01 -1.10 2.10  0.199
C 4.20 -0.95 3.45  -0.505
C 2.96 -0.64 3.98  -0.385
N 2.08 -0.59 2.96  0.476
C 2.75 -0.82 1.81  0.464
S 2.22 -0.75 0.19  -0.560
C 0.66 -0.50 3.30  -0.047
C -0.08 -1.73 3.24  0.007
C -1.33 -1.77 3.77  -0.537
C -1.81 -0.68 4.50  -0.405
C -1.01 0.43 4.58  -0.438
N 0.21 0.53 3.96  -0.655
H 5.95 -1.07 1.52  0.298
H 4.75 -1.03 0.18  0.331
H 5.01 -2.57 1.10  0.310
H 5.21 -1.04 3.88  0.399
H 2.56 -0.60 4.99  0.388
H 0.38 -2.59 2.77  0.421
H -1.98 -2.61 3.67  0.464
H -2.81 -0.72 4.97  0.389
H -1.17 1.33 5.16  0.496
C -1.18 4.01 -3.68  -1.711
C 0.02 3.20 -3.14  1.453
C 0.85 4.12 -2.23  -1.644
C 0.94 2.68 -4.35  -1.694
N -0.57 2.09 -2.31  -0.358
N 0.37 1.14 -1.78  -0.220
H -0.86 4.82 -4.32  0.411
H -1.81 4.41 -2.88  0.366
H -1.74 3.39 -4.36  0.424
H 1.24 4.96 -2.80  0.441
H 1.68 3.55 -1.77  0.318
H 0.15 4.45 -1.46  0.399
H 1.16 3.53 -4.98  0.440
H 0.47 1.87 -4.93  0.361
H 1.82 2.28 -3.91  0.439
H -1.13 1.50 -2.87  0.262
H 0.95 1.44 -0.97  0.165
H 1.00 0.78 -2.47  0.193
S 1.06 -3.64 0.46  -0.428
C -2.30 0.08 0.84  -0.706
C -2.82 -0.99 -0.15  0.529
C -4.09 -1.15 -0.62  -0.633
C -4.03 -2.27 -1.54  -0.635
C -2.75 -2.77 -1.47  0.345
C -2.13 -3.93 -2.24  -1.265
N -1.98 -1.97 -0.66  0.050
H -3.06 0.30 1.61  0.359
H -1.99 1.05 0.39  0.184
H -1.46 -0.27 1.40  -0.203
H -4.94 -0.58 -0.28  0.425
H -4.90 -2.71 -2.03  0.370
H -2.84 -4.66 -2.55  0.376
H -1.39 -4.43 -1.63  0.254
H -1.58 -3.69 -3.16  0.227

Output
Strongest force on any atom ... 2.79 eV Å⁻¹
⟨S²⟩ ... 2.010
2S+1 ... 3
E_tot ... -2001.8657 Ha
Gap between HOMO and LUMO (alpha / beta) ... 0.254 / 0.199 Ha
LUMO energy (alpha / beta) ... 0.277 / -1.203 eV
Relative energy (zero: lowest compared OMol25 entry of this formula, charge and spin) ... 85.0 kJ/mol

Record 3
Below is a structure of composition C19H29Cl9O17S2, with properties calculated with wB97M-V/def2-TZVPD.

Each line ends with the Mulliken charge.
Atoms and positions in Å:
C 2.78 -2.90 -3.96  -0.219
Cl 2.70 -1.74 -5.31  -0.121
Cl 2.01 -4.43 -4.55  -0.135
Cl 1.99 -2.25 -2.56  0.075
H 3.80 -3.17 -3.77  0.386
C -1.41 -3.12 -4.69  0.234
Cl -2.12 -1.63 -5.27  -0.110
Cl -2.18 -4.55 -5.43  -0.153
Cl -1.60 -3.25 -2.93  0.003
H -0.38 -3.19 -5.02  -0.015
C 3.85 1.52 -1.85  1.066
Cl 5.23 2.52 -1.46  -0.145
Cl 3.47 0.41 -0.51  -0.113
Cl 3.97 0.61 -3.36  -0.085
H 3.01 2.18 -1.90  -0.811
C -3.31 1.49 -0.21  -1.028
C -4.50 1.49 0.71  0.532
C -5.00 0.07 1.04  -0.246
O -4.93 0.00 2.45  -0.343
C -4.52 1.17 2.96  0.648
O -4.49 1.41 4.10  -0.516
O -4.09 1.98 1.99  -0.394
H -3.53 0.86 -1.08  0.456
H -2.45 0.99 0.27  -0.162
H -2.90 2.45 -0.49  0.363
H -5.26 2.14 0.26  0.294
H -4.39 -0.70 0.57  0.035
H -6.05 -0.04 0.77  0.306
C 1.55 4.60 -4.10  -1.461
C 0.91 3.92 -2.89  0.374
C -0.56 4.28 -2.56  -0.540
O -1.20 3.00 -2.43  -0.285
C -0.35 2.01 -2.79  0.571
O -0.68 0.86 -2.83  -0.526
O 0.86 2.50 -3.12  -0.177
H 0.75 4.79 -4.82  0.404
H 2.19 3.86 -4.58  0.327
H 2.05 5.50 -3.78  0.363
H 1.51 4.05 -1.98  0.373
H -1.05 4.77 -3.40  0.339
H -0.57 4.92 -1.68  0.292
C 4.57 -0.20 3.48  -1.279
C 4.87 1.28 3.25  0.642
C 3.63 2.18 3.43  -0.065
O 4.12 3.25 4.23  -0.405
C 5.42 3.07 4.49  0.547
O 6.13 3.88 4.96  -0.521
O 5.78 1.81 4.19  -0.389
H 5.45 -0.79 3.25  0.355
H 3.79 -0.48 2.78  0.209
H 4.14 -0.29 4.48  0.381
H 5.25 1.37 2.23  0.147
H 2.78 1.71 3.94  0.238
H 3.24 2.52 2.47  0.134
C -3.23 -5.78 2.84  -0.449
C -2.27 -4.69 3.42  -0.330
O -2.43 -3.55 2.58  -0.169
S -3.52 -3.83 1.43  1.037
O -3.09 -3.32 0.17  -0.393
O -4.82 -3.51 1.93  -0.569
O -3.32 -5.43 1.45  -0.332
H -4.21 -5.77 3.30  0.308
H -2.73 -6.74 2.84  0.307
H -1.27 -5.12 3.44  0.323
H -2.64 -4.34 4.38  0.272
C -0.53 -0.72 -0.57  0.166
C -0.11 -1.71 0.50  -0.312
O -0.28 -0.96 1.72  -0.356
S 0.27 0.55 1.42  0.777
O 1.65 0.68 1.75  -0.199
O -0.64 1.51 1.93  -0.596
O 0.23 0.41 -0.22  0.026
H -1.60 -0.61 -0.66  0.076
H -0.21 -1.19 -1.51  -0.059
H 0.97 -1.88 0.42  0.269
H -0.54 -2.70 0.43  0.352

Output
Strongest force on any atom ... 3.26 eV Å⁻¹
2S+1 ... 1
E_tot ... -6958.5292 Ha
Gap between HOMO and LUMO ... 0.392 Ha
LUMO energy ... 0.152 eV

Record 4
Below is a structure of composition C19H29ClN2O2OsP, with properties calculated with wB97M-V/def2-TZVPD.

Each line ends with the Mulliken charge.
Atoms and positions in Å:
Os 0.16 0.61 0.48  0.750
C 4.32 -0.84 -2.59  -0.907
N 3.86 -0.40 -1.28  0.090
C 4.72 -0.18 -0.25  0.248
C 4.31 0.25 0.96  -1.255
C 2.91 0.47 1.18  0.649
O 2.39 0.86 2.23  -0.619
N 2.07 0.23 0.11  -0.371
C 2.50 -0.20 -1.14  0.443
O 1.73 -0.37 -2.05  -0.629
H 5.40 -0.97 -2.54  0.297
H 4.07 -0.11 -3.35  0.316
H 3.86 -1.79 -2.84  0.323
H 5.76 -0.36 -0.47  0.342
H 5.00 0.43 1.77  0.524
C 0.04 0.54 4.04  -1.433
P -0.10 -0.41 2.50  1.320
C 1.14 -1.73 2.68  -1.302
C -1.70 -1.26 2.67  -1.492
H 0.12 -0.17 4.86  0.510
H -0.86 1.14 4.19  0.410
H 0.93 1.17 4.01  0.359
H 0.91 -2.31 3.57  0.508
H 2.13 -1.29 2.78  0.320
H 1.11 -2.40 1.82  0.352
H -1.75 -1.72 3.66  0.476
H -1.82 -2.03 1.92  0.433
H -2.52 -0.54 2.57  0.378
C -1.01 0.82 -2.71  -1.205
C -1.29 -0.49 -2.00  0.602
C -2.60 -1.10 -2.48  -1.675
C -1.35 -0.30 -0.49  -0.738
H -0.98 0.68 -3.79  0.414
H -0.05 1.26 -2.43  0.230
H -1.80 1.54 -2.50  0.264
H -0.48 -1.18 -2.21  0.172
H -3.44 -0.43 -2.30  0.360
H -2.82 -2.04 -1.97  0.412
H -2.56 -1.31 -3.54  0.436
H -1.64 -1.22 0.01  0.333
H -2.11 0.48 -0.24  0.378
Cl -5.63 4.05 2.05  -0.190
C -3.99 3.67 1.66  0.356
C -3.58 3.71 0.33  -0.870
C -2.27 3.39 0.03  -0.088
C -1.36 3.04 1.03  -0.452
C 0.03 2.62 0.67  -1.208
C -1.79 3.06 2.36  -0.019
C -3.10 3.36 2.68  -1.026
H -4.28 3.98 -0.44  0.453
H -1.94 3.42 -1.00  0.475
H 0.81 2.95 1.36  0.653
H 0.27 2.91 -0.37  0.616
H -1.07 2.87 3.15  0.818
H -3.43 3.39 3.71  0.462

Output
Strongest force on any atom ... 0.64 eV Å⁻¹
2S+1 ... 1
Total charge ... +1
E_tot ... -1893.4060 Ha
Gap between HOMO and LUMO ... 0.286 Ha
LUMO energy ... -3.739 eV

Please write out number 4 again, unchanged.
Below is a structure of composition C19H29ClN2O2OsP, with properties calculated with wB97M-V/def2-TZVPD.

Each line ends with the Mulliken charge.
Atoms and positions in Å:
Os 0.16 0.61 0.48  0.750
C 4.32 -0.84 -2.59  -0.907
N 3.86 -0.40 -1.28  0.090
C 4.72 -0.18 -0.25  0.248
C 4.31 0.25 0.96  -1.255
C 2.91 0.47 1.18  0.649
O 2.39 0.86 2.23  -0.619
N 2.07 0.23 0.11  -0.371
C 2.50 -0.20 -1.14  0.443
O 1.73 -0.37 -2.05  -0.629
H 5.40 -0.97 -2.54  0.297
H 4.07 -0.11 -3.35  0.316
H 3.86 -1.79 -2.84  0.323
H 5.76 -0.36 -0.47  0.342
H 5.00 0.43 1.77  0.524
C 0.04 0.54 4.04  -1.433
P -0.10 -0.41 2.50  1.320
C 1.14 -1.73 2.68  -1.302
C -1.70 -1.26 2.67  -1.492
H 0.12 -0.17 4.86  0.510
H -0.86 1.14 4.19  0.410
H 0.93 1.17 4.01  0.359
H 0.91 -2.31 3.57  0.508
H 2.13 -1.29 2.78  0.320
H 1.11 -2.40 1.82  0.352
H -1.75 -1.72 3.66  0.476
H -1.82 -2.03 1.92  0.433
H -2.52 -0.54 2.57  0.378
C -1.01 0.82 -2.71  -1.205
C -1.29 -0.49 -2.00  0.602
C -2.60 -1.10 -2.48  -1.675
C -1.35 -0.30 -0.49  -0.738
H -0.98 0.68 -3.79  0.414
H -0.05 1.26 -2.43  0.230
H -1.80 1.54 -2.50  0.264
H -0.48 -1.18 -2.21  0.172
H -3.44 -0.43 -2.30  0.360
H -2.82 -2.04 -1.97  0.412
H -2.56 -1.31 -3.54  0.436
H -1.64 -1.22 0.01  0.333
H -2.11 0.48 -0.24  0.378
Cl -5.63 4.05 2.05  -0.190
C -3.99 3.67 1.66  0.356
C -3.58 3.71 0.33  -0.870
C -2.27 3.39 0.03  -0.088
C -1.36 3.04 1.03  -0.452
C 0.03 2.62 0.67  -1.208
C -1.79 3.06 2.36  -0.019
C -3.10 3.36 2.68  -1.026
H -4.28 3.98 -0.44  0.453
H -1.94 3.42 -1.00  0.475
H 0.81 2.95 1.36  0.653
H 0.27 2.91 -0.37  0.616
H -1.07 2.87 3.15  0.818
H -3.43 3.39 3.71  0.462

Output
Strongest force on any atom ... 0.64 eV Å⁻¹
2S+1 ... 1
Total charge ... +1
E_tot ... -1893.4060 Ha
Gap between HOMO and LUMO ... 0.286 Ha
LUMO energy ... -3.739 eV

Question: Look up the strongest force on any atom of the second one.
Answer: 2.79 eV Å⁻¹

Copy entry 4 word for word.
Below is a structure of composition C19H29ClN2O2OsP, with properties calculated with wB97M-V/def2-TZVPD.

Each line ends with the Mulliken charge.
Atoms and positions in Å:
Os 0.16 0.61 0.48  0.750
C 4.32 -0.84 -2.59  -0.907
N 3.86 -0.40 -1.28  0.090
C 4.72 -0.18 -0.25  0.248
C 4.31 0.25 0.96  -1.255
C 2.91 0.47 1.18  0.649
O 2.39 0.86 2.23  -0.619
N 2.07 0.23 0.11  -0.371
C 2.50 -0.20 -1.14  0.443
O 1.73 -0.37 -2.05  -0.629
H 5.40 -0.97 -2.54  0.297
H 4.07 -0.11 -3.35  0.316
H 3.86 -1.79 -2.84  0.323
H 5.76 -0.36 -0.47  0.342
H 5.00 0.43 1.77  0.524
C 0.04 0.54 4.04  -1.433
P -0.10 -0.41 2.50  1.320
C 1.14 -1.73 2.68  -1.302
C -1.70 -1.26 2.67  -1.492
H 0.12 -0.17 4.86  0.510
H -0.86 1.14 4.19  0.410
H 0.93 1.17 4.01  0.359
H 0.91 -2.31 3.57  0.508
H 2.13 -1.29 2.78  0.320
H 1.11 -2.40 1.82  0.352
H -1.75 -1.72 3.66  0.476
H -1.82 -2.03 1.92  0.433
H -2.52 -0.54 2.57  0.378
C -1.01 0.82 -2.71  -1.205
C -1.29 -0.49 -2.00  0.602
C -2.60 -1.10 -2.48  -1.675
C -1.35 -0.30 -0.49  -0.738
H -0.98 0.68 -3.79  0.414
H -0.05 1.26 -2.43  0.230
H -1.80 1.54 -2.50  0.264
H -0.48 -1.18 -2.21  0.172
H -3.44 -0.43 -2.30  0.360
H -2.82 -2.04 -1.97  0.412
H -2.56 -1.31 -3.54  0.436
H -1.64 -1.22 0.01  0.333
H -2.11 0.48 -0.24  0.378
Cl -5.63 4.05 2.05  -0.190
C -3.99 3.67 1.66  0.356
C -3.58 3.71 0.33  -0.870
C -2.27 3.39 0.03  -0.088
C -1.36 3.04 1.03  -0.452
C 0.03 2.62 0.67  -1.208
C -1.79 3.06 2.36  -0.019
C -3.10 3.36 2.68  -1.026
H -4.28 3.98 -0.44  0.453
H -1.94 3.42 -1.00  0.475
H 0.81 2.95 1.36  0.653
H 0.27 2.91 -0.37  0.616
H -1.07 2.87 3.15  0.818
H -3.43 3.39 3.71  0.462

Output
Strongest force on any atom ... 0.64 eV Å⁻¹
2S+1 ... 1
Total charge ... +1
E_tot ... -1893.4060 Ha
Gap between HOMO and LUMO ... 0.286 Ha
LUMO energy ... -3.739 eV

Question: E_tot of number 1 (C19H29AuBN8SeSi)?
Answer: -4030.3885 Ha